1.
A 2-piece molecular cluster, C4H15N6 overall at a distorted geometry, computed with ωB97M-V/def2-TZVPD.

Summary:
E_tot, Eh: -489.50304
ΔE to the lowest compared entry with this formula, charge and spin, kcal per mole: 92.75
Net charge: +1
Gap between HOMO and LUMO, eV: 7.05
LUMO energy, eV: -4.770

```
25
Properties=species:S:1:pos:R:3:forces:R:3
C 3.0038 0.7015 -0.7126 4.783 -2.209 -1.302
H -2.3923 -1.8993 -1.4938 -0.610 0.929 0.942
H 3.1373 1.0518 -1.7554 -0.635 0.315 0.895
H -3.4562 2.5702 -0.1437 -2.137 0.081 0.016
H 2.7120 -2.6756 1.2126 -0.272 0.385 -1.066
H 3.4769 -1.0562 1.1133 0.042 -0.246 0.473
N -3.6365 -1.6280 0.1998 -0.218 3.111 2.469
N 1.7579 0.1525 -0.4890 -6.624 -1.794 1.698
N -2.2816 0.8358 0.3512 -0.831 -1.226 0.426
N -2.0623 -0.0792 -0.7121 1.260 2.703 0.421
C 2.5388 -1.5895 1.2625 -0.237 0.553 1.810
H -3.0856 0.5147 0.9317 1.056 0.683 -0.465
H -4.3422 -2.1222 -0.2953 -0.827 -0.474 0.067
C -2.6893 -1.1501 -0.6938 -0.671 -3.082 -0.969
N 1.5603 -0.9806 0.3616 0.191 0.485 -1.094
H 3.6202 -0.2517 -0.6975 0.073 1.269 -0.162
H 3.4728 1.3220 0.0592 -0.914 0.203 -0.096
H 0.7367 -1.5277 0.0939 0.339 0.755 0.004
H 2.1657 -1.4932 2.3422 0.652 0.446 -1.426
H -4.0331 -0.8714 0.9575 0.987 -2.878 -2.802
H -1.9643 2.9178 0.7082 -1.023 -1.139 0.212
N 0.7462 0.6691 -1.0104 3.584 1.462 -0.327
H -0.1969 0.4686 -0.7315 -1.125 -1.644 0.492
C -2.4935 2.2062 -0.0039 3.263 3.033 0.082
H -1.9579 2.6903 -0.8561 -0.103 -1.722 -0.297
```
Positions in Å, forces in eV/Å.

***

2.
C49H57IrN3O6Se2 as an isolated structure, computed with ωB97M-V/def2-TZVPD.

Summary:
E_tot, Eh: -7424.17600
ΔE to the lowest compared entry with this formula, charge and spin, kcal per mole: 0.00
Spin multiplicity: 6
<S²>: 8.835
Gap between HOMO and LUMO (spin up / spin down), eV: 6.69 / 4.78
LUMO energy (spin up / spin down), eV: 0.063 / -2.257

```
118
Properties=species:S:1:pos:R:3:forces:R:3
C 1.8301 -2.4686 -3.0365 0.020 0.030 0.025
O -4.1581 0.0023 3.0823 -0.240 -0.269 -0.051
H -4.9193 0.2645 -4.8478 0.007 0.007 0.004
H 6.9549 0.7296 3.3053 -0.009 -0.001 -0.009
C -3.4315 -3.1673 1.3558 0.030 0.036 -0.051
C -1.8643 4.5727 1.3160 -0.007 -0.028 -0.032
H -3.7377 -3.7351 0.4864 0.002 -0.001 0.001
C 0.7668 -1.0504 -1.4139 0.082 0.047 0.032
H -4.9521 3.0575 -3.7186 0.002 -0.008 0.015
C 2.8482 -1.5031 -3.1939 -0.037 -0.090 0.010
H -5.0173 -0.8848 -1.9184 -0.014 0.015 -0.017
O 2.2160 -1.4570 0.9775 -0.007 0.013 0.048
H -1.0968 3.9615 1.7829 -0.021 0.024 -0.028
H 3.6476 -1.7308 -3.8820 0.011 -0.012 -0.016
H -2.8262 4.2845 1.7434 -0.005 0.005 0.007
C -2.4569 -3.6609 2.2021 0.050 0.025 0.045
C -3.2224 2.6915 -1.4885 -0.044 -0.072 0.045
C -1.8763 4.4349 -0.2172 0.074 -0.034 -0.001
H 4.5730 0.1423 -4.7164 -0.006 -0.013 0.016
C 3.7786 1.7462 2.8099 -0.004 0.021 0.043
H 2.3424 -4.5671 -5.7297 -0.005 0.007 -0.004
C -2.1827 3.0059 -0.6392 -0.041 -0.053 -0.052
C -0.4960 4.8140 -0.7872 0.038 -0.009 0.039
C 5.0919 1.7994 3.2420 0.013 -0.024 -0.028
H -6.0434 0.4160 -1.2984 0.016 -0.015 0.008
Ir 1.0757 0.4679 1.5238 0.393 -0.762 0.034
C 5.4187 -0.3625 2.2762 0.027 0.036 0.007
H 2.4162 -2.0362 7.7788 0.016 -0.014 -0.021
H 5.6516 1.4983 -1.4926 -0.002 -0.002 0.005
H -3.1682 -0.3169 4.9651 0.029 0.056 0.000
H -6.0173 -0.1577 2.1638 -0.036 -0.019 0.012
C -5.5169 2.3014 -3.1699 0.001 -0.021 -0.012
O 1.9056 0.9023 -0.7467 -0.001 0.167 0.048
H -3.5126 -0.3920 -4.0049 -0.020 0.011 -0.008
H -5.5387 1.4365 2.7910 0.045 0.023 0.007
N 3.2964 0.6977 2.1444 -0.210 0.117 0.186
O 4.2510 -2.3441 0.6467 -0.051 -0.012 -0.019
H 2.5321 -2.0280 3.4684 -0.042 0.006 0.057
C 1.9649 -3.8047 -3.7451 0.006 0.000 0.016
C 5.0349 0.2286 -3.7298 -0.001 -0.011 0.002
H 4.1144 -4.0074 -3.3866 -0.015 -0.002 0.008
H 4.2531 2.7480 -3.2389 -0.003 -0.006 -0.004
Se -2.0549 2.1531 4.3927 -0.026 0.617 0.125
N 0.6159 1.7564 3.2103 -0.242 0.048 0.149
H 3.1165 -4.5503 -2.0417 -0.022 -0.023 -0.017
C 2.1883 -3.5986 -5.2500 -0.031 -0.010 -0.003
H -5.9188 2.7582 -2.2636 -0.015 -0.008 -0.011
C -4.1004 0.5127 -4.1695 0.014 -0.020 0.015
C 3.4443 2.0288 -3.0913 0.000 0.022 0.040
C -2.6460 -1.6993 3.5774 0.064 0.061 0.242
H -0.2696 5.8505 -0.5285 -0.014 0.000 -0.005
H 3.6433 -2.3985 5.6206 -0.004 -0.002 0.017
C 2.6017 -2.0986 5.5983 -0.075 0.005 0.165
Se -0.5512 -0.8935 -0.0211 -0.125 0.032 0.106
O -0.3780 2.1324 0.5911 0.037 0.103 0.112
H 2.8988 1.9333 -4.0336 0.020 -0.002 0.002
H -1.7197 -0.5359 6.5908 -0.026 0.019 -0.026
C 0.7298 -4.6876 -3.5568 0.019 -0.004 0.002
H -1.9897 -4.6157 2.0029 -0.005 -0.001 0.009
C -1.3294 1.9138 -0.1793 0.016 -0.067 -0.138
C 1.8529 -0.0805 -1.5079 -0.160 -0.084 -0.019
H 1.3209 -3.1231 -5.7133 0.012 -0.004 0.011
C -3.6337 -1.2007 2.7176 -0.068 0.205 -0.056
C 4.8018 0.8296 -1.3354 0.021 -0.047 -0.008
C 0.6214 -1.4728 4.3066 0.063 -0.003 0.411
H -3.4588 1.2476 -4.6594 -0.007 -0.007 0.006
C 3.4849 -1.4960 1.0926 0.031 0.060 -0.048
H 0.6006 -4.9840 -2.5143 -0.008 0.012 -0.007
H -6.3596 2.0012 -3.7945 0.005 0.008 -0.001
H -4.8033 0.8210 1.2939 0.010 0.004 -0.059
H -2.8409 -0.6804 -1.8316 -0.055 0.014 0.003
H 3.2420 -5.5419 -3.5102 0.015 0.014 -0.007
H -3.8594 3.4892 -1.8330 -0.018 0.016 -0.010
H -4.7767 -1.5475 0.9344 -0.013 0.002 0.006
C -5.5689 0.0144 -2.1966 0.005 0.022 0.000
H -1.6791 5.6192 1.5683 -0.010 -0.014 0.021
H 5.8273 0.9752 -3.7978 -0.007 0.001 -0.019
H 4.1711 1.2480 -0.5539 0.023 -0.004 -0.035
H -0.0292 -2.9094 -2.0092 0.029 -0.025 -0.015
H 3.0749 2.5448 3.0096 -0.012 -0.028 0.000
H -2.9139 5.4616 -1.8567 -0.003 -0.029 0.016
N -2.4157 -0.9572 4.7547 0.124 -0.469 -0.036
C -3.5028 1.3887 -1.9242 0.025 0.038 0.006
H -0.1809 -4.1868 -3.8936 0.014 -0.013 -0.010
C 2.0015 -1.8932 4.4030 0.035 -0.015 -0.202
C -4.0231 -1.9322 1.6068 0.064 0.034 -0.052
H -3.9193 5.1808 -0.4184 0.001 0.024 0.006
C 3.1854 -4.5193 -3.1305 -0.009 0.015 -0.032
H 0.0482 -1.4040 7.7208 0.001 -0.010 -0.008
H 6.0122 -1.2292 2.0231 0.003 0.002 0.002
C -4.6650 1.0717 -2.8526 0.008 -0.034 -0.021
H -6.3555 -0.2781 -2.8952 -0.003 0.008 0.022
H 3.0635 -2.9840 -5.4583 0.001 -0.011 0.000
C 0.5975 -1.5607 6.7983 -0.075 -0.006 -0.066
H 5.5028 -0.7245 -3.4742 0.007 0.017 0.000
H 0.8476 -5.5974 -4.1469 -0.001 -0.007 0.017
C 5.9242 0.7218 2.9732 0.008 -0.011 0.002
C 4.0348 0.6745 -2.6619 -0.074 0.053 0.048
H 5.1834 -0.1372 -0.9966 -0.012 0.022 -0.003
C 2.9020 -0.3289 -2.4962 -0.038 -0.024 -0.030
C -5.1892 0.5449 2.2786 0.110 -0.007 0.016
C 0.7705 -2.1965 -2.1495 0.067 0.046 -0.083
H -1.3189 -3.3149 3.9917 0.032 0.001 0.014
H 2.7683 2.4214 -2.3337 0.021 -0.002 -0.022
C -2.6603 0.3338 -1.4970 -0.010 0.078 -0.078
C 4.0918 -0.3380 1.8789 0.016 0.051 -0.088
C -0.4414 1.8930 3.6993 0.299 0.103 -0.068
C -2.9115 5.4207 -0.7644 0.020 -0.005 -0.031
H 5.4474 2.6664 3.7816 -0.008 -0.008 -0.003
H -2.6653 6.4188 -0.4008 -0.007 0.003 -0.006
O 0.0907 -1.1174 3.2405 -0.120 0.030 -0.650
C -2.0661 -2.9258 3.3159 0.041 -0.033 -0.064
H -0.4843 4.7235 -1.8764 -0.012 0.016 0.010
C -1.6086 0.5721 -0.6710 0.000 0.031 0.083
H 0.2860 4.1779 -0.3753 -0.015 0.036 -0.014
C -0.1130 -1.4085 5.5568 0.265 -0.020 0.224
C 1.9029 -1.9112 6.8355 0.065 0.014 -0.141
C -1.4240 -0.9708 5.6407 -0.320 0.003 -0.081
```
Positions in Å, forces in eV/Å.

***

3.
C20H22F3MgN5O2S as an isolated structure, computed with ωB97M-V/def2-TZVPD.

Summary:
E_tot, Eh: -2097.67160
ΔE to the lowest compared entry with this formula, charge and spin, kcal per mole: 2.78
Gap between HOMO and LUMO, eV: 7.68
LUMO energy, eV: 0.194

```
54
Properties=species:S:1:pos:R:3:forces:R:3
N -0.4189 0.6123 1.9153 -0.310 0.238 0.193
N -0.2785 -2.0625 0.8271 0.021 -0.527 -0.119
H -0.7449 3.3584 1.0852 0.018 0.019 -0.002
H -3.7614 -1.2846 -6.8927 0.005 -0.015 0.017
H 1.6034 1.2397 -1.9254 0.025 -0.016 0.012
C 0.6132 -2.7845 0.1014 -0.106 -0.154 0.051
C -2.6035 -0.5845 -5.2269 0.076 0.011 -0.104
H -2.3657 3.0223 0.5352 -0.045 0.028 -0.022
H -2.1398 0.2372 -5.7592 -0.022 -0.026 0.028
C 0.8299 1.1469 2.4717 0.037 -0.015 -0.215
C -2.4062 -1.7881 -1.7910 0.030 0.085 -0.053
H -1.5267 1.8307 -1.1972 0.013 0.060 -0.007
C -3.5066 -1.4418 -5.8519 -0.021 -0.007 0.033
F 1.4032 -6.3596 -0.2753 0.012 -0.035 -0.012
F 1.3767 -4.9367 -1.8936 -0.023 -0.005 -0.103
C -3.7953 -2.7256 -3.8141 -0.044 -0.086 -0.012
C 0.6096 -4.1985 0.2227 -0.026 0.071 0.065
H 2.4181 0.4312 0.0833 -0.034 -0.054 0.000
H -0.2933 -5.8858 1.1537 0.001 -0.011 0.007
H 0.6449 1.8353 3.3042 0.013 0.011 0.026
H 0.4280 3.6755 -0.5515 -0.010 0.028 0.010
O -0.7453 0.8725 -3.1666 0.021 -0.116 0.015
H -2.4435 0.9020 1.6204 0.000 -0.015 0.024
C 1.6912 1.8424 1.4048 -0.208 -0.105 -0.027
H 2.4618 2.5930 -1.1766 0.030 0.030 0.024
Mg -0.1422 -0.1824 -0.2275 0.223 -0.053 0.276
C -1.4177 -0.1264 -2.9270 -0.086 0.195 0.152
H 2.7094 1.9527 1.7817 0.050 0.015 0.041
O -2.7784 -2.5050 -0.8865 0.065 0.046 0.082
N 1.6535 1.0937 0.1451 0.251 0.386 -0.102
C -0.2888 -4.8085 1.0694 0.022 0.019 -0.015
F 2.8455 -4.7594 -0.3190 0.121 0.017 0.031
C -2.8974 -1.8720 -3.2125 0.008 0.066 0.078
C -1.3979 2.5602 0.7336 0.109 -0.137 -0.008
C 0.3011 2.7365 -1.0923 -0.014 -0.129 0.120
H 0.0690 2.9836 -2.1237 -0.033 -0.013 -0.051
C 1.6034 1.9221 -1.0725 -0.152 -0.079 0.137
H -1.9259 -4.5001 2.4495 0.020 0.019 -0.009
N -0.8179 1.9697 -0.4875 -0.022 0.327 -0.127
S 1.6356 -1.8982 -0.9611 0.103 -0.052 -0.107
C -1.1534 -2.6858 1.6223 0.032 0.228 0.011
H -1.7642 2.0361 2.7933 0.002 0.017 0.041
C -1.1947 -4.0440 1.7982 0.013 -0.131 0.003
C -4.0917 -2.4984 -5.1569 0.029 0.019 0.014
H -4.7884 -3.1496 -5.6699 0.010 0.014 0.003
C -1.5712 1.5206 1.8456 0.142 -0.040 -0.162
H 1.3193 2.8504 1.2304 0.016 0.003 -0.023
N -1.5106 -0.7273 -1.6973 -0.382 -0.132 -0.243
C 1.5625 -5.0495 -0.5737 -0.085 0.036 0.080
H -1.8736 -2.0535 2.1369 0.034 0.009 -0.062
H -0.6789 -0.2014 2.4547 -0.010 -0.023 -0.009
H -4.2459 -3.5394 -3.2586 0.003 0.039 -0.029
H 1.3862 0.2955 2.8651 0.002 -0.030 0.006
C -2.3115 -0.8314 -3.9030 0.077 -0.032 0.045
```
Positions in Å, forces in eV/Å.

***

Q: What is the ΔE to the lowest compared entry with this formula, charge and spin in the second record?
A: 0.00 kcal per mole

***

Q: Look up the E_tot of the third one.
A: -2097.67160 Eh